[1]
# C6H16O2

A cluster of 2 separate species, C6H16O2 in total at a distorted geometry (the ωB97M-V functional and the def2-TZVPD basis, the Open Molecules 2025 dataset).

ORCA input file:
```
! RIJCOSX wB97M-V def2-TZVPD def2/J DEFGRID3
* xyz 0 1
C 0.1297 0.2092 1.1171
C 0.0961 -0.1595 2.5651
H -3.2532 -0.2854 0.2777
H -0.0031 0.6756 3.2662
H -3.7722 0.6325 -0.8942
H -0.7583 -0.7728 2.8685
H 0.5692 -0.1280 -2.8493
H 2.1400 -0.5046 0.8034
C -0.7739 1.4755 0.8434
H -1.5752 1.1884 0.1734
H 2.6574 0.2661 -1.3853
H -1.0822 1.9666 1.7637
O -3.6483 -0.2727 -0.5881
C 1.6518 0.4977 -1.0182
O 1.1231 -1.7686 -1.7342
H 1.1608 -2.0047 -0.7894
H 2.0021 1.2673 0.9163
H -0.1506 2.2176 0.3332
H -0.4179 -0.5214 0.5154
H 1.0195 -0.6489 2.9063
H -0.3186 -0.1343 -1.4920
H 1.5357 1.5197 -1.3969
C 0.6985 -0.4410 -1.8103
C 1.5360 0.3617 0.5200
*
```

Output
gap between HOMO and LUMO: 10.763 eV
SMILES string: CC(C)CCCO.O
HOMO level: -10.05 eV
LUMO level: 0.71 eV

***

[2]
# C18H28N5O2Ru

A structure of composition C18H28N5O2Ru (the ωB97M-V functional and the def2-TZVPD basis, the Open Molecules 2025 dataset).

ORCA input file:
```
! RIJCOSX wB97M-V def2-TZVPD def2/J DEFGRID3
* xyz 2 2
C -2.0506 1.9341 -0.3288
H 2.8614 0.5624 1.5537
C -1.8432 -1.6357 1.7753
C 0.9930 1.5811 1.8813
H 1.5223 1.6600 -0.8006
C -3.4723 3.4397 -1.8970
C 3.7273 -0.8729 -0.3828
C -0.5803 -3.2363 0.3169
C 0.8767 -3.1868 0.7187
N 1.8733 0.8586 -0.2759
Ru 0.1947 -0.3794 -0.1001
H 3.4418 -2.8086 0.5072
N 0.0896 0.3888 1.8381
C -2.5425 2.4591 -1.6368
H -1.6819 1.4956 -4.8009
C 2.9149 -1.8526 0.4708
C -3.7517 3.7114 -3.2373
H 1.3688 -4.1382 0.5058
C 2.9792 0.2669 -1.0786
H 2.8631 2.2359 1.0214
C -0.9950 0.8154 -2.0300
O -0.1866 -0.0339 -2.4400
C -2.1760 2.0318 -4.0021
C -0.9187 -1.5750 2.9937
H 4.5165 -0.4734 0.2555
C 0.2528 -0.5714 2.9471
H -0.6711 -3.5314 -0.7296
N -1.1938 -1.8848 0.4553
C -3.1186 3.0223 -4.2680
H 3.6961 1.0464 -1.3419
N 1.5300 -2.0776 -0.0151
H -1.9430 -1.8366 -0.2327
H 1.2085 -1.0750 2.8037
H 2.5160 -0.0731 -2.0056
H -2.5831 -2.4199 1.9484
N -1.1140 0.9351 -0.6516
H 0.4326 2.4127 1.4509
H 0.9929 -2.9898 1.7822
H -3.3636 3.2614 -5.2937
H -2.3986 -0.7014 1.6710
H 2.8308 -1.5092 1.5012
C -1.9019 1.7672 -2.6746
H -0.5356 -2.5666 3.2359
H -1.1241 -3.9693 0.9153
H 1.6034 -2.3729 -0.9908
H -3.9686 3.9726 -1.0974
C 2.2546 1.3323 1.0834
O -2.3091 2.2533 0.8031
H -1.5735 -1.3135 3.8258
H 4.2455 -1.4194 -1.1722
H 0.3180 -0.0346 3.8951
H 1.2261 1.8415 2.9142
H -0.8535 0.7797 1.8951
H -4.4789 4.4739 -3.4819
*
```

Output
gap between HOMO and LUMO (alpha / beta): 8.820 / 7.380 eV
HOMO level (alpha / beta): -15.01 / -15.23 eV
LUMO level (alpha / beta): -6.19 / -7.85 eV

***

[3]
# C6H12

A cluster of 2 separate species, C6H12 in total (the ωB97M-V functional and the def2-TZVPD basis, the Open Molecules 2025 dataset).

ORCA input file:
```
! RIJCOSX wB97M-V def2-TZVPD def2/J DEFGRID3
* xyz 0 1
H 1.9189 -0.5393 2.4989
C -0.1680 1.2245 -1.0184
H -2.1430 0.4245 -1.5231
H -0.1510 -1.5393 -0.3225
H 3.1912 -0.0537 1.3407
C -1.3480 0.3002 -0.7775
C -1.9477 0.2529 0.6206
H 1.9909 -1.2854 0.8795
H -0.0553 2.3019 -0.9245
C -0.3610 -0.8540 -1.1537
H 1.7081 0.2059 -1.6616
H -2.6832 -0.5560 0.7034
H 1.4930 0.4132 1.0510
H -2.4555 1.1928 0.8660
H -0.6291 -1.4446 -2.0364
H -1.1712 0.0823 1.3762
C 2.1481 -0.3645 1.4459
C 0.6629 0.2386 -1.3646
*
```

Output
gap between HOMO and LUMO: 10.502 eV
SMILES string: C[C@H]1C=CC1.C
HOMO level: -9.35 eV
LUMO level: 1.15 eV

***

[4]
# C20H28BrI2N5O4S

A structure of composition C20H28BrI2N5O4S at a distorted geometry (the ωB97M-V functional and the def2-TZVPD basis, the Open Molecules 2025 dataset).

ORCA input file:
```
! RIJCOSX wB97M-V def2-TZVPD def2/J DEFGRID3
* xyz 0 1
Br -2.0298 2.9574 3.6737
C 0.2003 1.1055 0.1249
N -3.7218 -0.1586 4.3948
H 6.2119 -2.8126 -6.5904
H -4.5002 -2.3662 2.8917
I -0.2623 -1.6339 -1.6578
S 3.1779 6.0512 -1.4068
H -3.3632 0.1435 5.2988
O -0.2821 5.4779 -2.2684
H 0.9004 2.2137 -1.8835
N 1.1147 5.9142 0.7075
C -1.1000 2.6659 1.9629
H 4.9419 -3.2982 -7.7164
C -0.5328 1.2662 1.5143
C 5.2559 -3.3383 -6.6696
O -6.3686 0.8318 4.9327
I 3.1652 -2.4053 -0.3414
C -0.2102 5.1093 -1.0781
H 3.8908 0.1609 1.4735
H -5.4066 -0.9128 2.5114
C -5.9743 -0.4496 5.4125
H 6.2521 -4.7278 -2.7334
H -7.8249 1.7189 3.8115
H 2.1507 0.5751 2.1172
H 5.6514 -1.7817 -4.4023
C 6.0205 -4.2271 -3.6766
H -0.9574 -0.6962 1.7616
H -4.4456 -1.9361 5.2183
C 0.3801 2.3040 -0.8775
C 2.1283 -0.5829 0.1975
N -0.6331 0.0779 2.3711
H -1.3718 0.1760 3.0858
H 2.8678 1.5433 0.7375
C 0.8200 -0.2947 -0.3202
H 5.8545 -5.0038 -4.4256
O -2.1673 5.9693 1.6126
H -6.1943 -2.2429 3.3728
C -4.8249 -1.1025 4.6170
H 5.4251 -4.3899 -6.4310
C -0.1829 3.6640 -0.4105
C 2.0177 6.1815 -0.2107
H 3.9750 -1.6902 -3.8907
H 2.2809 -3.0879 -5.2153
C -5.2616 -1.6802 3.2740
C -1.2389 5.3799 1.0380
H -7.9218 -0.0521 3.8437
H -6.6541 0.7848 2.8870
N 3.0216 -3.5681 -5.7226
C -7.2358 0.7988 3.8108
H -5.6214 -0.2827 6.4357
H 3.9049 -1.7525 -6.2548
H 6.8734 -3.6023 -3.9561
H -4.1250 0.6916 3.9984
C 4.7126 -2.3476 -4.3634
C 2.8271 0.4865 1.1824
C 4.1998 -2.6933 -5.7770
H -6.8409 -1.1173 5.4892
H 3.2566 -4.3565 -5.1184
C -0.8786 3.8297 0.9778
N -0.1846 5.9805 0.1515
O 4.8374 -3.4673 -3.4917
*
```

Output
gap between HOMO and LUMO: 7.592 eV
HOMO level: -8.88 eV
LUMO level: -1.29 eV

***

[5]
# C39H58ClNbO16P

A structure of composition C39H58ClNbO16P at a distorted geometry (the ωB97M-V functional and the def2-TZVPD basis, the Open Molecules 2025 dataset).

ORCA input file:
```
! RIJCOSX wB97M-V def2-TZVPD def2/J DEFGRID3
* xyz -1 1
O 0.6150 -5.2784 6.8448
H -3.6232 -3.7713 -1.2180
C -5.6392 -3.1059 0.1686
C -0.7383 7.0016 -0.7883
H -4.0274 1.1227 0.8645
C -6.0404 -1.8494 0.9987
H -6.9382 -0.7351 -0.5975
C 8.2161 -1.3856 -0.9695
C 2.7139 1.3072 2.9107
H -5.7256 0.6834 -3.5601
H 0.4308 2.4997 -1.2270
H -4.9765 2.2687 -3.6902
O -4.7853 1.2600 -1.8753
H -4.0117 -3.2685 1.5883
C -4.9283 1.6475 0.5409
H -4.7801 -4.8138 1.2063
O 1.0607 -6.6793 4.6239
H -0.8501 -1.1753 1.8142
C 6.5428 -0.1825 -2.3487
C -4.4379 -3.8671 0.7810
C 5.5362 -0.4622 -1.3303
C 2.3132 -4.9967 3.5492
H 1.7272 -2.8857 6.8647
H -3.8655 2.7856 -0.8908
H -1.5736 -0.9627 -0.4158
H -7.0805 1.2428 0.5731
O -0.9817 6.2327 0.2662
H 2.7879 2.7789 -3.3782
C -0.3210 8.4522 -3.1977
C 7.2173 -1.6481 0.0568
C 5.9591 -1.2179 -0.1042
H -2.0103 -3.1963 1.1473
H -0.9980 6.7569 -4.2804
O -1.3067 1.1405 1.1426
H 0.3488 0.4135 -1.2522
H -0.6913 -0.5935 -3.3945
P 0.2190 -4.5266 -2.2979
C 7.7989 -0.6104 -2.1837
H -1.3252 -4.6567 0.4185
O 9.3724 -1.7627 -0.8889
C -0.3070 0.8581 1.6431
H 4.1926 -1.0309 0.4393
O 0.4123 10.1943 -1.8171
H -5.2805 -1.6256 1.7490
C 0.9012 0.1600 -2.1617
H 0.7637 -1.5221 -3.5638
C 1.2638 -1.0981 1.0582
H 2.8260 0.2545 3.1427
H 0.2342 10.0828 -3.8890
C -5.5318 1.6084 -3.0120
H 0.7300 1.1888 3.8659
H 1.0097 -3.2438 0.7499
C 0.1412 -1.0202 -2.8120
C -3.3220 -4.1850 -0.2602
H -0.7526 2.5415 -2.5420
C 1.3431 -4.7245 5.8763
C -0.0233 9.0561 -1.8582
O 0.6786 -5.5904 -1.0621
H -7.0284 -1.9946 1.4359
H -6.1541 0.4923 1.8384
H 1.8742 -0.2033 -1.8195
H -5.4856 -2.8566 -0.8793
H 1.9040 -2.4031 -0.5155
H -1.3030 5.3771 -0.0867
H 7.5338 -2.1960 0.9331
O 3.5371 -3.2100 2.6730
H 1.6715 -0.2340 0.5299
C 0.3116 2.5761 -2.3094
H 0.3622 -6.1631 6.5129
Nb -0.7794 -2.3669 -1.2576
H 3.7997 -2.3219 2.9875
C 2.5805 1.7802 -2.9866
C -1.8981 -3.7482 0.2044
O -1.4166 5.2449 -2.1722
C 2.6530 -2.9390 4.8922
O 4.3767 -0.1144 -1.4229
H -0.0701 8.7063 0.2894
H -5.0517 2.4966 1.2241
O 8.7575 -0.3781 -3.0833
C -4.8219 2.2385 -0.8504
H 0.7369 1.3178 -4.0476
O -0.0960 9.2384 -4.2536
Cl 2.0476 -4.1453 -3.2797
C 2.8341 -3.7666 3.6540
C -6.0485 -0.6348 0.0297
H 2.4377 -5.6030 2.6630
C -6.1387 0.7220 0.7657
C -0.7818 7.2031 -3.3198
H 1.3520 2.7995 3.6304
O 0.5645 1.8976 1.9232
H 2.9009 1.4422 1.8447
H 2.9523 1.6606 -1.9765
H -6.5080 -3.7729 0.2076
H -5.5900 2.9945 -1.0497
C 1.0215 -2.3281 0.1422
H -3.3026 -5.2716 -0.4023
C 1.8654 -3.4977 5.9844
C -0.2735 8.2535 -0.6707
C 0.0640 -0.6006 1.9236
H 2.0443 -1.3884 1.7741
H 0.3520 -0.6828 2.9770
H -6.5027 2.0413 -2.7457
C 1.2774 1.8187 3.1654
H 9.5650 -0.7945 -2.7234
H 0.7323 3.5490 -2.5819
H 1.5216 -5.2510 -0.7210
H -2.2746 -2.4657 -2.3351
C 1.0774 1.4381 -3.0197
H 6.2300 0.3754 -3.2203
H 3.4471 1.9311 3.4217
O 3.1651 -1.8356 4.9391
C 1.5464 -5.5634 4.6493
H 3.0937 1.0399 -3.6078
C -1.0126 6.3878 -2.1303
O 5.0097 -1.4372 0.8000
H -5.1448 -0.7204 -0.5644
*
```

Output
gap between HOMO and LUMO: 4.127 eV
HOMO level: -4.09 eV
LUMO level: 0.04 eV

***

[6]
# C26H38IrN5SSb

A structure of composition C26H38IrN5SSb (the ωB97M-V functional and the def2-TZVPD basis, the Open Molecules 2025 dataset).

ORCA input file:
```
! RIJCOSX wB97M-V def2-TZVPD def2/J DEFGRID3
* xyz 3 5
H 3.7124 -2.1101 -1.5703
H -0.1591 4.1985 3.6946
H -5.2597 -1.9013 2.5193
C 2.4867 2.5444 2.3823
C 0.9432 -1.8170 -1.5166
C -5.7531 0.5767 -1.8414
C 2.3976 0.5667 0.8144
C 1.7722 1.6023 1.6638
C -1.1536 -3.0232 -2.8038
H -2.3327 -1.7708 -1.5098
H 0.3305 -4.1025 -3.9238
H 0.9668 -1.2627 4.9666
C -3.4135 -3.8064 3.4152
H -2.8132 -1.5152 5.4896
H -5.5919 -0.3462 -2.3990
C 0.4053 -0.3542 4.7504
H 2.2201 -3.0116 -2.7638
C 0.2222 -3.3150 2.4972
C 0.3363 -4.0607 3.8256
C 0.4147 3.4746 3.1335
C -1.7458 -1.3680 5.6451
H -0.5968 -4.5545 4.0987
H 1.0971 -4.8384 3.7270
H -4.8497 0.9701 0.0576
H -2.0060 -3.4834 -3.2830
H -0.2228 -3.6993 0.3841
H -6.6634 0.4728 -1.2601
H 0.6364 -3.4140 4.6481
N -0.3149 -1.4791 -1.1971
H 3.5663 2.5567 2.3585
S -2.2174 1.5398 -0.0942
H -1.2879 -2.3380 5.8443
H -3.7176 0.7455 -3.2897
N -4.6406 0.8234 -0.9181
H -4.2442 -1.1427 3.7352
H -2.7256 -4.6212 3.1939
C 1.7997 3.4922 3.1276
H -2.1128 1.1785 -2.8357
C 3.3496 -1.3551 -0.8893
C 0.1442 -3.3665 -3.1529
H 4.4541 0.9607 1.3040
C -3.2281 -2.6122 2.4818
H 0.4835 0.2883 5.6298
C -1.3381 -2.0701 -1.8220
H -3.2975 -3.5319 4.4630
H 1.1561 -2.7884 2.2873
Sb -1.2626 -1.7499 2.6358
H -1.3152 2.4554 2.3682
H 2.3432 4.2397 3.6900
Ir -0.6751 -0.0702 0.5618
C -0.1349 -4.2337 1.3334
H -3.2787 -2.9532 1.4446
H -5.8729 1.4170 -2.5263
H 5.3072 -0.7873 -0.2201
H 0.6469 -4.9879 1.2219
C 1.9950 -1.1087 -0.7524
H -1.5922 0.2890 4.2711
C -1.0692 -0.6471 4.4821
N 0.4305 1.5923 1.6754
C 3.7656 0.3670 0.7217
N 1.5432 -0.1796 0.1016
H -1.6286 -0.7623 6.5463
C -3.3950 1.0020 -1.2891
H -4.4274 -4.1931 3.2907
C -4.2586 -1.5083 2.7073
H 0.8933 0.1599 3.9186
H -4.0918 -0.6550 2.0452
N -3.0341 0.8793 -2.5573
C -0.2340 2.5061 2.3900
C 1.2046 -2.7555 -2.5006
H -1.0703 -4.7666 1.5120
C 4.2432 -0.6111 -0.1343
*
```

Output
gap between HOMO and LUMO (alpha / beta): 7.608 / 6.450 eV
HOMO level (alpha / beta): -16.33 / -17.28 eV
LUMO level (alpha / beta): -8.72 / -10.83 eV

***

[7]
# C23H31BF5N2O3

A cluster of 2 separate species, C23H31BF5N2O3 in total at a distorted geometry (the ωB97M-V functional and the def2-TZVPD basis, the Open Molecules 2025 dataset).

ORCA input file:
```
! RIJCOSX wB97M-V def2-TZVPD def2/J DEFGRID3
* xyz 1 1
O 1.0020 2.9420 0.9338
C -0.8660 3.3737 -2.9683
C -3.3610 -1.1026 0.3820
C 0.9008 1.6405 0.3964
C -1.0928 -3.3441 2.2776
C 1.7323 0.0787 -1.3834
H -4.3086 4.2923 -4.4441
H 5.6793 -3.8882 2.1576
H 0.1037 3.1185 -2.5543
H 2.5774 -0.1691 -2.0073
H -1.7368 -1.5885 -1.4890
C -2.0999 -0.2707 0.1985
C 1.4601 -2.8524 0.6555
H 6.2821 -2.3925 1.4414
H -2.4438 3.6873 -5.9453
H 2.2717 2.0891 -1.1586
H 5.2470 -3.5147 -0.3738
F -5.1345 0.3359 0.8940
H 0.9394 0.3860 -2.0496
C 2.3592 1.9944 2.8358
F -3.5791 0.1296 2.3889
C -1.0545 3.3683 -4.3437
C -4.2759 -0.5356 1.4519
N 0.1424 -2.5513 0.4100
H -3.1521 -2.1399 0.6068
H 4.7936 -2.4107 2.4227
H -3.9720 4.3074 -1.9973
H -0.9109 -0.0813 -1.5897
H 5.2915 -0.7334 0.1296
C 2.0859 1.2682 -0.4769
C -5.0820 -1.6427 2.1706
C -3.3435 4.0329 -4.0295
H -0.2349 3.1121 -5.0029
H 1.7123 2.0004 3.7051
C 4.5535 -3.2175 0.4055
C -0.9241 -3.3442 0.9730
H -1.5868 -3.8906 0.3239
C -3.1547 4.0405 -2.6545
C -1.1828 -0.8635 -0.9009
H 3.9225 -4.0778 0.6084
H -1.5726 -0.0950 1.1256
N 1.2946 -1.0827 -0.6075
H 2.9545 1.0209 0.1175
H 0.6966 0.8749 1.1396
C 0.0451 -1.4931 -0.3763
F -5.5119 -2.5648 1.3287
F -4.2922 -2.2194 3.0777
O 2.3040 4.2672 2.1607
H -1.7405 -4.0412 2.7741
O 4.4357 -0.7898 -0.3063
C -2.2948 3.6945 -4.8737
H -2.4242 0.7054 -0.1462
H 1.7805 -3.6803 1.2400
C 5.3912 -2.9545 1.6958
H -3.9069 -1.0987 -0.5545
H -1.7703 3.7111 -1.0488
C 1.9110 3.1385 1.9470
H 0.0386 1.6527 -0.2649
C -1.9167 3.7075 -2.1229
B 3.7586 -1.9204 0.0189
H -0.5449 -2.6463 2.8924
F -6.1164 -1.1132 2.8103
H 2.3960 1.0190 2.3686
C 2.1828 -1.9325 0.0106
H 3.3422 2.2536 3.1942
*
```

Output
gap between HOMO and LUMO: 8.593 eV
HOMO level: -11.52 eV
LUMO level: -2.93 eV

***

[8]
# C3H8NP

An isolated molecule of C3H8NP at a distorted geometry (the ωB97M-V functional and the def2-TZVPD basis, the Open Molecules 2025 dataset).

ORCA input file:
```
! RIJCOSX wB97M-V def2-TZVPD def2/J DEFGRID3
* xyz 0 1
H -0.1987 -0.3483 2.3681
N 0.7225 -0.5963 -1.0512
H 0.6040 -1.6154 -0.9333
C 0.4853 -0.0146 0.2655
H -0.1231 1.5892 -0.8482
P 2.1616 0.0564 -0.3984
C -0.4144 1.1582 0.1184
H 0.7028 -1.7239 1.6751
H -0.2487 1.8858 0.9598
H 1.9393 1.3167 -1.1521
H -0.8736 -1.4968 1.3152
C 0.0791 -0.8671 1.4966
H -1.4164 0.7849 0.2788
*
```

Output
gap between HOMO and LUMO: 10.279 eV
SMILES string: CC1(C)NP1
HOMO level: -9.30 eV
LUMO level: 0.98 eV

***

Number 1: E_tot -10575.6251 eV. Number 2: E_tot -33235.7241 eV. Number 3: E_tot -6414.9553 eV. Number 4: E_tot -133903.8482 eV. Number 5: E_tot -97498.7938 eV. Number 6: E_tot -55215.7671 eV. Number 7: E_tot -47736.3698 eV. Number 8: E_tot -14017.9537 eV.